The following is a DFT calculation (ωB97M-V/def2-TZVPD) of the ion C4H7N4O2S with charge +1.

Properties
* gap between HOMO and LUMO (alpha / beta): 7.9236 / 6.3259 eV
* DFT total energy: -923.785390 a.u.
* ⟨S²⟩: 2.016
* 2S+1: 3
* strongest force on any atom: 7.40 eV/A
* net charge: +1

Geometry (Å):
C: 2.5678 0.2478 0.4422
C: 2.0728 -1.2244 0.1779
C: -0.3644 2.2015 -0.3434
C: -2.4664 -1.3175 -0.2651
N: 1.6554 1.2102 -0.1720
N: 0.6033 -1.2182 0.1795
N: -0.1234 -0.0887 0.3030
N: 0.4339 1.0133 -0.0638
O: 3.5482 0.5315 1.0612
O: 2.7392 -2.1538 -0.0741
S: -1.7037 -0.2177 0.9531
H: -1.4098 1.9965 -0.6789
H: 0.2778 2.8956 -0.9435
H: -0.3280 2.5898 0.5911
H: -3.3027 -0.8185 -0.5321
H: -2.5298 -2.2027 0.2191
H: -1.7996 -1.3448 -1.1399
H: 0.1294 -2.0997 0.2857

Results of the Löwdin charge analysis, in e, for atoms 1 through 8:
1 C -0.291
2 C -0.274
3 C 0.020
4 C -0.263
5 N 0.202
6 N 0.165
7 N -0.356
8 N -0.274

The following is a DFT calculation (ωB97M-V/def2-TZVPD) of a cluster of 2 separate species, C4H11N2O3 in total.

Properties
* gap between HOMO and LUMO: 9.9633 eV
* DFT total energy: -493.941777 a.u.
* ΔE to the lowest compared entry with this formula, charge and spin: 55.5 kcal/mol
* strongest force on any atom: 4.62 eV/A
* net charge: +1

Geometry (Å):
O: -0.7976 -3.1007 1.4578
C: -0.6747 -2.3099 0.5611
C: -0.2906 -0.8162 0.7600
C: 0.5416 0.0267 -0.2799
C: 0.1141 1.4503 -0.4843
N: -1.0072 1.6984 -1.3851
O: 0.2642 2.1682 0.4812
N: 0.3582 -0.6749 2.2101
H: -1.1229 -2.3427 -0.4314
H: -1.1913 -0.1626 0.7366
H: 1.6730 0.0559 -0.1931
H: 0.2981 -0.5951 -1.1189
H: -1.1596 2.6524 -1.4695
H: -1.0166 1.2627 -2.3226
H: -0.2447 -1.0103 2.9588
H: 0.5637 0.3949 2.4413
H: 1.2943 -1.1871 2.2344
H: 1.6203 0.4866 -3.1371
H: 1.1157 1.9578 -2.9473
O: 1.1047 1.0847 -2.6724

Results of the Löwdin charge analysis, in e, for atoms 1 through 8:
1 O 0.117
2 C -0.174
3 C -0.160
4 C -0.106
5 C -0.509
6 N 0.151
7 O 0.074
8 N 0.201

The following is a DFT calculation (ωB97M-V/def2-TZVPD) of a structure of composition C36H46N5OSV.

Properties
* gap between HOMO and LUMO (alpha / beta): 6.8273 / 5.9576 eV
* DFT total energy: -3090.397118 a.u.
* ⟨S²⟩: 1.068
* 2S+1: 2
* strongest force on any atom: 2.41 eV/A
* net charge: +1

Geometry (Å):
V: -0.2252 -0.4996 -0.3823
C: 0.0778 -4.1180 4.1308
C: -0.1764 -2.6081 4.0337
C: -0.1447 -1.9867 5.4356
C: -1.4928 -2.3148 3.3326
C: -2.6722 -2.6337 3.9954
C: -3.9087 -2.3100 3.4713
C: -3.9821 -1.6208 2.2745
C: -2.8347 -1.2945 1.5652
C: -2.9958 -0.5097 0.2683
C: -3.5623 -1.3762 -0.8673
C: -3.9197 0.6989 0.4835
C: -1.5804 -1.6896 2.0706
N: -0.4362 -1.4005 1.2912
C: 0.5434 -2.2850 1.1325
C: 1.7218 -1.9060 0.4690
C: 2.9855 -2.5138 0.3751
C: 3.7572 -1.6563 -0.3846
C: 2.9515 -0.5618 -0.7772
N: 1.7203 -0.7094 -0.2433
C: 3.3748 0.5580 -1.7072
C: 3.4386 1.9052 -0.9766
C: 4.7731 0.2516 -2.2548
C: 2.3901 0.6581 -2.8801
H: 1.0781 -4.3110 4.5221
H: -0.0261 -4.6168 3.1667
H: -0.6469 -4.5769 4.8048
H: 0.6395 -2.1520 3.4729
H: -0.8123 -2.5134 6.1176
H: -0.4450 -0.9383 5.4062
H: 0.8654 -2.0484 5.8422
H: -2.6204 -3.1397 4.9510
H: -4.8145 -2.5759 3.9995
H: -4.9509 -1.3380 1.8820
H: -2.0126 -0.1252 -0.0594
H: -4.4495 -1.9044 -0.5151
H: -2.8456 -2.1213 -1.2193
H: -3.8494 -0.7441 -1.7096
H: -4.9590 0.3905 0.3727
H: -3.7323 1.4711 -0.2647
H: -3.8037 1.1220 1.4812
H: 0.4483 -3.3115 1.4799
H: 3.2857 -3.4462 0.8268
H: 4.7973 -1.8036 -0.6223
H: 3.9991 1.8163 -0.0443
H: 2.4442 2.2882 -0.7644
H: 3.9446 2.6380 -1.6076
H: 5.5170 0.2914 -1.4574
H: 5.0469 0.9897 -3.0092
H: 4.8041 -0.7353 -2.7168
H: 1.3926 0.9146 -2.5281
H: 2.3428 -0.2909 -3.4187
H: 2.7187 1.4302 -3.5786
C: -1.5664 -1.1115 -4.3991
C: -1.2146 -0.4399 -3.2453
N: -0.4748 -1.0152 -2.2866
C: -0.1071 -2.2900 -2.4585
C: -0.4819 -3.0779 -3.5414
C: -1.1925 -2.4372 -4.5581
C: -0.0321 -4.4690 -3.7147
C: -0.0256 -5.5191 -2.8843
C: -0.6848 -5.7664 -1.5967
C: -0.4937 -7.0132 -0.9973
C: -1.1849 -7.2832 0.1686
N: -2.0456 -6.4155 0.6909
C: -2.1838 -5.2708 0.0352
N: -1.5332 -4.8821 -1.0541
H: -2.1210 -0.5965 -5.1705
H: -1.5029 0.5910 -3.0802
H: 0.5594 -2.7040 -1.7102
H: -1.4442 -2.9765 -5.4623
H: 0.3662 -4.6590 -4.7064
H: 0.4645 -6.4108 -3.2590
H: 0.1714 -7.7425 -1.4385
H: -1.0673 -8.2193 0.7026
H: -2.9080 -4.5768 0.4420
O: -0.3214 1.5522 -0.6296
S: 0.1026 2.7052 0.2788
C: -1.3690 3.0693 1.2996
C: -0.9130 3.0807 2.7489
C: 0.0541 1.9085 2.8848
C: 1.0218 2.0186 1.7121
H: -2.0472 2.2441 1.0925
H: -1.8173 4.0054 0.9726
H: -1.7647 2.9923 3.4235
H: -0.4054 4.0209 2.9766
H: -0.4905 0.9631 2.8245
H: 0.5864 1.9379 3.8350
H: 1.4392 1.0674 1.3859
H: 1.8342 2.7185 1.9104

Results of the Löwdin charge analysis, in e, for atoms 1 through 8:
1 V 0.777
2 C -0.052
3 C -0.381
4 C -0.058
5 C -0.131
6 C -0.027
7 C -0.052
8 C -0.039

Values of M, in order: 175.19; 135.14; 647.81, all in g/mol.